1.
Below is 7 unconnected molecules or ions with the total composition C35H53F5N2O22S, with properties calculated with ωB97M-V/def2-TZVPD.

Last column: Mulliken charge in e.
Atoms and positions in Å:
F  2.6086  -3.5518  -1.9107  -0.186
O  7.1800  0.9725  4.0923  -0.352
H  -5.0471  -3.5184  0.7369  0.325
C  4.1389  -4.9817  2.9504  -1.069
C  -0.9171  -1.7254  -8.1444  0.599
O  0.9486  -0.0571  -1.3891  -0.644
F  -0.6455  -1.2405  0.9397  -0.228
C  -8.2569  3.1557  -0.8616  -0.321
C  0.6677  0.8745  1.7506  1.581
H  -6.7301  3.9334  -2.1825  0.352
O  -6.4109  0.6200  0.4365  -0.477
C  0.4171  -0.7393  1.7631  1.015
H  7.8763  -0.4824  1.3163  0.330
O  -8.6812  3.0499  -5.7715  -0.302
O  2.9936  4.6175  5.9900  -0.365
H  3.7289  2.8200  5.3179  0.256
H  1.6731  -1.2583  -6.4558  0.279
O  0.4260  -1.5090  -8.0989  -0.325
O  3.2707  -0.6864  -1.2160  -0.604
C  -0.4472  1.6517  0.9189  -0.511
C  -4.0200  -3.4433  1.2203  -0.850
C  -6.8838  1.5077  -0.2172  0.602
O  -10.1467  1.6649  -4.7854  -0.303
C  -1.7605  2.0391  1.7737  -0.729
H  -8.0915  4.0210  -0.2129  0.259
C  2.3309  -2.7441  1.6080  0.110
C  -10.0542  1.2611  -6.1458  -0.327
H  0.7159  3.2718  5.0622  0.129
N  -0.0862  -2.4769  3.6315  -0.437
C  -0.4386  -1.3574  -5.9885  -0.095
H  1.2356  -4.5935  2.3161  0.325
H  -10.9253  1.6406  -6.6873  0.278
H  2.8524  3.7713  4.0976  0.265
O  5.2840  1.6864  -4.3542  -0.347
C  6.0287  2.1808  -2.2492  0.051
H  0.0390  -2.5397  4.6625  0.304
C  -4.3370  -1.0790  0.9853  -0.962
H  5.7193  -3.9573  1.7908  0.431
H  -3.5056  1.1771  2.8367  0.420
C  1.5793  2.8654  5.5966  0.201
H  -1.1204  -2.5298  3.5267  0.276
H  -0.7029  -0.6215  -5.2279  0.269
H  5.7840  3.2314  -2.0672  0.257
F  0.7109  1.5542  3.0253  -0.275
C  -2.7525  0.8130  2.0412  -0.166
C  0.7123  -0.9134  -6.8398  -0.318
C  -8.7745  1.8966  -6.5988  -0.318
H  1.1705  -0.7468  3.9467  0.337
C  -7.1694  2.9833  -1.8768  -0.105
H  -10.0322  0.1738  -6.2282  0.291
O  -3.3783  -2.1618  1.0751  0.018
N  2.7741  -0.3838  1.4997  -0.324
H  -7.9035  1.2604  -6.4180  0.259
H  1.5772  1.7792  5.4988  0.085
H  -3.0459  0.3887  -0.2232  0.297
H  0.7484  0.1729  -6.9625  0.261
H  -0.2532  -2.3195  -5.5025  0.182
H  -9.2429  3.2384  -1.3174  0.273
C  2.2152  0.9879  1.2905  -0.490
H  -2.2586  -0.1191  2.4715  -0.080
H  1.8047  -4.7327  0.5415  0.398
H  3.3034  -4.7763  3.7003  0.242
H  -0.6161  -0.4218  3.7885  0.407
C  -9.4133  2.8015  -4.6538  0.678
C  0.2463  -1.0271  3.3217  -1.372
O  -8.1549  1.9691  -0.0812  -0.347
H  3.9531  1.8524  -2.7670  0.271
O  -1.5148  -2.0599  -9.1246  -0.525
O  -9.4129  3.4959  -3.6771  -0.537
C  1.7252  -1.3580  1.0030  -0.811
H  -4.0139  -3.7623  2.3277  0.272
H  4.9664  -2.8237  3.0873  0.092
O  2.8529  1.9488  0.8476  -0.596
H  2.3889  -2.6271  2.7526  0.703
C  1.5323  -2.6635  -1.8431  0.607
C  2.2581  4.3704  7.1088  0.547
H  7.9370  2.0164  2.4633  0.329
O  -1.4928  -1.5131  -6.9291  -0.330
H  3.7853  -3.9211  0.3363  0.339
O  5.9631  -0.6539  5.0892  -0.558
H  0.3506  -3.6533  1.0318  0.251
H  4.9520  0.3830  -2.7999  0.108
S  1.8668  -1.1195  -0.8342  1.186
F  1.3291  -2.2027  -3.1747  -0.161
C  7.9289  1.0103  2.8844  -0.430
H  2.8391  -0.4221  2.5387  0.502
H  -0.8406  1.0609  0.0123  0.022
H  -2.3420  2.7799  1.1062  0.361
H  0.0064  2.6090  0.4772  0.460
H  6.3932  0.4901  1.4443  0.042
O  -6.2148  2.1805  -1.1911  -0.330
H  -4.4703  1.0973  0.6594  0.084
C  4.7442  -3.6222  2.3064  -0.341
H  4.9919  -5.5911  3.4085  0.380
C  6.6190  1.9456  -4.3973  0.574
H  4.3337  -2.1952  0.5621  0.103
C  -3.6071  0.3525  0.7707  -0.174
O  7.2615  2.0170  -5.4033  -0.537
H  6.2714  1.7041  -1.2985  -0.022
O  2.2762  5.0493  8.0924  -0.521
H  -4.9864  -1.0766  1.9406  0.278
O  6.6546  -0.8871  2.9476  -0.202
H  -1.5363  2.6005  2.7356  0.279
H  -5.0249  -1.3308  0.0957  0.476
C  4.9453  1.4592  -2.9912  -0.001
C  7.2078  0.0285  2.0104  -0.060
F  0.3089  -3.2984  -1.4988  -0.172
H  8.9578  0.7058  3.0963  0.273
C  2.8717  3.4784  5.1484  -0.241
C  6.5446  -0.2293  4.1331  0.620
O  7.1299  2.1139  -3.1459  -0.336
H  3.6806  -5.6648  2.1422  0.218
O  1.4979  3.2504  6.9622  -0.364
C  3.8184  -3.0563  1.0989  -0.510
H  -7.5075  2.4472  -2.7654  0.073
H  -3.3391  -4.2071  0.6873  0.209
H  -8.7968  2.1752  -7.6529  0.292
C  1.3990  -4.0205  1.3321  -1.601

Force components x, y, z for each atom (eV/Å):
-2.76 1.93 0.63
-0.36 -0.49 0.01
1.15 0.33 0.76
0.06 0.09 -0.51
-0.48 -0.30 -0.86
0.93 -3.36 2.22
0.83 1.24 1.80
-0.73 0.61 -0.02
-0.84 1.10 -2.14
0.11 -0.19 0.05
-1.03 0.74 -0.55
0.23 0.22 -0.35
-0.14 -0.13 0.14
-0.36 -0.03 0.59
-0.35 -0.10 0.39
-0.05 0.02 0.03
-0.06 -0.03 -0.21
-0.56 -0.14 0.02
-3.15 -2.58 1.64
-0.53 0.48 -0.47
1.13 -1.01 0.05
0.03 -0.54 0.42
0.40 0.54 0.18
-0.33 -0.14 -0.73
0.06 -0.08 -0.01
-0.11 -1.27 -0.63
-0.48 -0.59 -0.44
0.07 -0.02 0.02
-0.55 1.31 0.68
-0.08 -0.01 0.87
0.37 0.84 -1.61
0.06 0.01 0.06
0.04 0.14 0.15
0.62 0.23 -0.02
0.01 0.28 0.74
-0.04 -0.19 -0.92
-0.21 0.34 -0.29
-1.28 0.81 0.94
1.09 -0.64 -1.15
-0.51 -0.53 -0.34
0.93 -0.25 -0.16
-0.14 -0.10 -0.12
0.01 -0.05 -0.03
0.06 -1.46 -0.91
-0.56 -0.09 0.24
0.72 0.36 0.21
0.48 -0.22 -0.70
-1.15 -0.30 -1.39
0.09 0.43 -0.74
-0.06 0.11 0.21
-0.97 -0.03 0.01
-0.35 1.87 -0.51
-0.06 0.04 0.02
-0.07 0.11 0.19
-0.44 -0.34 1.43
-0.03 -0.06 0.00
0.00 0.05 -0.05
0.11 -0.17 0.13
0.65 1.09 -1.19
-0.36 1.35 -0.52
-0.46 1.10 1.01
1.27 -0.30 -0.82
1.49 -0.24 -1.33
-0.13 0.45 0.46
-0.70 -1.19 0.89
0.72 -0.34 -0.03
0.06 -0.08 -0.18
0.41 0.24 0.69
-0.07 -0.41 -0.71
1.86 0.40 4.54
-0.47 0.55 -1.53
-0.30 -1.13 -1.01
-2.31 -3.09 1.82
-0.31 0.31 -1.81
-1.40 -2.17 -2.82
0.03 0.63 0.90
-0.08 -0.04 0.22
0.23 -0.01 -0.50
-0.11 1.37 1.09
0.27 0.28 -0.68
1.54 -0.73 0.38
-0.02 0.10 0.01
2.10 5.74 -3.70
0.65 -0.84 3.14
0.62 0.55 -0.22
0.09 -0.66 -0.89
1.02 0.61 1.52
0.88 -1.06 0.99
-0.44 -1.37 0.83
0.00 -0.03 0.06
-0.16 -0.38 0.62
1.57 -1.17 0.12
-0.21 -0.88 -1.03
-1.33 0.98 -0.30
0.47 0.04 -0.93
-0.78 -0.92 0.97
-0.83 0.00 0.31
-0.43 -0.05 0.72
0.13 0.03 -0.15
-0.02 -0.49 -0.71
0.92 0.23 -1.37
0.01 0.28 0.51
-0.06 -0.85 -1.20
0.94 0.70 1.32
-0.77 -0.40 0.32
0.02 -0.08 -0.88
3.37 1.34 -0.49
-0.08 -0.01 0.00
0.49 -0.15 -0.68
-0.37 -0.28 0.75
-0.16 -0.13 -0.45
0.74 1.18 1.06
0.37 0.38 0.04
0.62 -0.84 0.19
0.06 0.02 0.16
-1.04 1.14 0.73
0.06 0.16 0.17
-1.07 0.30 0.60

## Properties
charge = 0
2S+1 = 1
lowest unoccupied orbital energy = -0.39 eV
E = -109595.97593 eV
HOMO-LUMO gap = 9.2 eV
SMILES string = CCC[C@H](C)[C@]1(S(=O)(=O)C(F)(F)F)NC(=O)[C@@](F)(CCCCCOC)[C@]1(F)CN.O=C1OCCO1.O=C1OCCO1.O=C1OCCO1.O=C1OCCO1.O=C1OCCO1.O=C1OCCO1

---

2.
Below is a molecular structure, C7H4OS2, with properties calculated with ωB97M-V/def2-TZVPD.

Last column: Mulliken charge in e.
Atoms and positions in Å:
C  1.6339  -0.0319  0.1834  0.547
H  1.3529  2.0933  0.3853  0.408
C  -0.5520  0.9222  -0.1178  0.216
C  -0.7913  -0.4229  -0.1496  0.386
H  -4.1882  0.9440  0.1664  0.301
S  -2.4286  -0.8055  -0.0295  -0.125
H  -1.9185  2.7373  -0.2920  0.334
C  -2.9683  0.8844  0.2796  -0.296
O  4.0859  0.7520  -0.2359  -0.486
C  0.8894  1.1608  0.1688  -0.866
H  3.2872  -1.2789  0.8820  0.140
S  0.6626  -1.3771  -0.0637  -0.146
C  3.1232  -0.0915  0.1761  0.063
C  -1.8288  1.6472  -0.1676  -0.477

Force components x, y, z for each atom (eV/Å):
0.30 4.36 -1.04
0.18 0.64 -0.16
0.67 1.06 0.60
0.88 -0.69 -0.01
3.58 0.52 0.39
-1.24 -0.56 0.97
0.26 -0.59 0.18
0.80 -0.63 -3.56
-6.48 -5.28 2.66
-1.03 -1.55 -0.91
0.73 3.32 -2.31
-1.26 -1.63 0.03
4.42 0.54 0.64
-1.80 0.50 2.53

## Properties
charge = 0
2S+1 = 1
lowest unoccupied orbital energy = -0.78 eV
E = -31037.73696 eV
relative energy (zero: lowest compared OMol25 entry of this formula, charge and spin) = 335.4 kJ/mol
HOMO-LUMO gap = 8.0 eV

---

3.
Below is a gas-phase ion, C8H11INO4 (charge +1), with properties calculated with ωB97M-V/def2-TZVPD.

Last column: Mulliken charge in e.
Atoms and positions in Å:
H  -2.4642  -2.4243  0.4325  0.306
H  -3.1067  -0.6611  -1.5797  0.388
C  3.7871  -0.6905  -0.5641  0.308
O  2.0779  1.9278  -0.3097  -0.503
H  -2.2774  0.9355  -1.7525  0.354
O  -1.0568  0.4869  0.8032  -0.417
H  1.1272  2.4308  1.5054  0.300
H  0.0827  2.4297  -0.2474  0.270
C  -1.6381  -0.4208  -0.0522  1.028
H  1.0643  0.0750  -1.3852  0.445
O  1.1737  -2.5827  0.4555  -0.351
C  -2.1050  -1.4858  0.9001  -1.179
H  -3.6513  0.6943  -0.6685  0.313
H  -1.1979  -1.6593  1.5374  0.280
H  0.7876  0.2185  1.7035  0.262
I  5.0186  0.7630  -0.0054  0.548
C  0.3145  0.5228  0.6246  0.132
C  -2.6723  0.1767  -1.0920  -1.443
C  0.5741  -0.4371  -0.5575  0.467
H  -2.8577  -1.0236  1.6091  0.342
O  -0.6232  -0.9855  -0.8855  -0.467
H  2.5639  2.7337  -0.2058  0.320
C  0.8302  1.9404  0.4737  -0.680
C  1.4709  -1.5915  -0.1359  0.064
N  2.7779  -1.3728  -0.6035  -0.084

Force components x, y, z for each atom (eV/Å):
0.14 0.66 0.32
0.04 -0.70 -0.97
-5.69 -2.75 0.62
-0.74 -1.58 0.39
0.56 -0.23 -0.27
0.63 1.99 -0.37
-1.48 -0.73 -2.15
0.75 0.11 1.80
-2.57 -0.56 -1.25
-0.10 0.12 -0.20
0.62 1.17 -0.65
-0.61 -0.30 1.22
2.22 -1.02 -0.05
-0.89 -0.40 -0.55
-0.72 -0.26 -2.58
0.35 -0.67 -0.44
1.81 -0.37 3.69
-1.87 1.04 2.68
0.84 0.11 0.37
0.58 -0.73 -0.97
-0.28 0.27 -0.26
0.00 0.87 0.23
0.76 1.90 -1.21
-2.34 -1.64 1.11
8.00 3.69 -0.49

## Properties
charge = +1
2S+1 = 1
lowest unoccupied orbital energy = -6.51 eV
E = -26243.70832 eV
relative energy (zero: lowest compared OMol25 entry of this formula, charge and spin) = 68.9 kJ/mol
HOMO-LUMO gap = 6.6 eV
SMILES string = CC1(C)O[C@H](C(=O)[N+]#CI)[C@@H](CO)O1

---

What did the third record say?
Below is a gas-phase ion, C8H11INO4 (charge +1), with properties calculated with ωB97M-V/def2-TZVPD.

Last column: Mulliken charge in e.
Atoms and positions in Å:
H  -2.4642  -2.4243  0.4325  0.306
H  -3.1067  -0.6611  -1.5797  0.388
C  3.7871  -0.6905  -0.5641  0.308
O  2.0779  1.9278  -0.3097  -0.503
H  -2.2774  0.9355  -1.7525  0.354
O  -1.0568  0.4869  0.8032  -0.417
H  1.1272  2.4308  1.5054  0.300
H  0.0827  2.4297  -0.2474  0.270
C  -1.6381  -0.4208  -0.0522  1.028
H  1.0643  0.0750  -1.3852  0.445
O  1.1737  -2.5827  0.4555  -0.351
C  -2.1050  -1.4858  0.9001  -1.179
H  -3.6513  0.6943  -0.6685  0.313
H  -1.1979  -1.6593  1.5374  0.280
H  0.7876  0.2185  1.7035  0.262
I  5.0186  0.7630  -0.0054  0.548
C  0.3145  0.5228  0.6246  0.132
C  -2.6723  0.1767  -1.0920  -1.443
C  0.5741  -0.4371  -0.5575  0.467
H  -2.8577  -1.0236  1.6091  0.342
O  -0.6232  -0.9855  -0.8855  -0.467
H  2.5639  2.7337  -0.2058  0.320
C  0.8302  1.9404  0.4737  -0.680
C  1.4709  -1.5915  -0.1359  0.064
N  2.7779  -1.3728  -0.6035  -0.084

Force components x, y, z for each atom (eV/Å):
0.14 0.66 0.32
0.04 -0.70 -0.97
-5.69 -2.75 0.62
-0.74 -1.58 0.39
0.56 -0.23 -0.27
0.63 1.99 -0.37
-1.48 -0.73 -2.15
0.75 0.11 1.80
-2.57 -0.56 -1.25
-0.10 0.12 -0.20
0.62 1.17 -0.65
-0.61 -0.30 1.22
2.22 -1.02 -0.05
-0.89 -0.40 -0.55
-0.72 -0.26 -2.58
0.35 -0.67 -0.44
1.81 -0.37 3.69
-1.87 1.04 2.68
0.84 0.11 0.37
0.58 -0.73 -0.97
-0.28 0.27 -0.26
0.00 0.87 0.23
0.76 1.90 -1.21
-2.34 -1.64 1.11
8.00 3.69 -0.49

## Properties
charge = +1
2S+1 = 1
lowest unoccupied orbital energy = -6.51 eV
E = -26243.70832 eV
relative energy (zero: lowest compared OMol25 entry of this formula, charge and spin) = 68.9 kJ/mol
HOMO-LUMO gap = 6.6 eV
SMILES string = CC1(C)O[C@H](C(=O)[N+]#CI)[C@@H](CO)O1